# 1
120
Properties=species:S:1:pos:R:3:forces:R:3 method="wB97M-V/def2-TZVPD" charge=0 gap_ev=7.154 smiles="CCCCN(CCCC[C@H]1CCCS(=O)(=O)O1)C(=S)SCCC.CCN(CC)CC.CCN(CC)CC.CCN(CC)CC" e_homo_ev=-7.96 max_force_ev_per_a=1.34 e_lumo_ev=-0.80
S -0.3690 1.4605 0.9700 0.1 0.3 0.0
S 0.0552 -0.9478 -0.6658 -0.2 -0.6 0.1
S 4.3214 -5.6423 -0.2193 -0.1 -1.1 -0.5
O 5.3352 -6.5100 0.2650 0.6 -0.2 0.9
O 4.2196 -5.5241 -1.6277 -0.3 0.7 -1.0
O 4.4954 -4.1768 0.3632 -0.7 -0.2 0.0
N 0.4007 -0.8830 2.0525 -0.6 0.3 0.9
N 4.2096 4.0109 -2.9027 0.1 0.0 -0.2
N -4.1283 -1.4805 -3.8657 0.1 -0.1 0.1
N -5.1773 2.2272 2.4709 -0.1 -0.2 0.0
C 2.3103 3.1983 -1.5343 0.0 0.0 0.0
C 4.3901 -2.6997 2.2314 -0.1 0.3 0.4
C -0.8375 -3.3530 4.3735 0.6 -0.2 -0.6
C 5.5647 3.7596 -3.3603 0.1 -0.1 -0.1
C -3.2275 -0.9616 -2.8506 0.0 0.1 0.2
C -3.5758 -1.6076 -5.2021 -0.1 -0.1 -0.2
C -5.4666 -0.9291 -3.7897 -0.1 0.0 -0.1
C -2.9771 2.4621 3.7575 0.1 -0.1 0.1
C -2.8921 0.5342 -2.8817 0.1 0.0 0.1
C -3.4977 -0.3478 -6.0736 0.1 0.0 0.0
C 2.8164 -0.6744 2.3220 0.0 0.1 0.7
C 3.7855 -3.9569 1.6242 0.4 0.1 0.0
C 0.0610 -0.0925 0.9269 0.4 0.2 -0.8
C 3.4274 -1.8558 3.0792 0.3 -0.1 -0.3
C -3.8056 1.7904 2.6556 0.3 0.0 -0.1
C 2.7335 -6.2104 0.3802 -0.3 1.2 0.4
C -1.0128 -2.7539 2.9632 -0.3 0.4 0.5
C -4.5587 4.1286 1.0093 0.0 0.0 0.0
C 3.5406 -1.4209 -2.8244 0.6 -0.3 0.5
C 3.8108 3.1778 -1.7867 -0.1 0.0 0.1
C 1.5722 -0.4505 -1.5753 0.0 -0.3 0.3
C -5.3517 3.6433 2.2145 0.1 0.1 -0.1
C 1.4506 -0.2400 2.8563 0.7 0.1 -0.5
C -6.1567 2.1975 4.8372 0.0 -0.1 0.0
C 2.5274 -1.6238 -1.7130 -0.5 0.1 -0.2
C 4.2570 6.2078 -1.5890 0.0 0.1 -0.1
C 3.8127 5.4053 -2.8180 -0.2 0.2 0.1
C -6.1525 1.6772 3.3948 -0.2 0.0 0.0
C 6.7197 4.0538 -2.3958 0.1 0.0 -0.1
C -0.8495 -1.2315 2.8040 0.0 -0.6 -0.7
C 1.7977 -5.0111 0.4298 0.2 0.3 0.2
C 2.2836 -3.9641 1.4323 -0.2 -0.1 0.0
C -6.4791 -1.7093 -4.6158 0.0 0.0 0.0
C 0.0718 -2.6065 5.3283 -0.3 -0.1 0.3
H -6.4510 -2.7697 -4.3621 0.0 0.0 0.0
H 1.3624 -0.4980 3.9012 -0.2 -0.3 0.3
H 3.5040 0.1575 2.4495 0.2 0.2 -0.2
H -2.2242 0.7829 -3.7061 -0.1 0.0 0.0
H 4.1006 2.1478 -2.0179 0.1 0.0 -0.1
H 1.2445 -0.1708 -2.5670 -0.2 0.4 -0.2
H -1.9234 2.2051 3.6260 0.0 0.0 0.0
H -2.5804 -2.0510 -5.1213 0.0 0.1 0.1
H -5.3038 1.8295 5.4061 0.0 0.1 0.0
H -1.6788 -0.9009 2.1922 -0.2 0.2 -0.1
H -4.8325 5.1587 0.7777 0.0 0.0 0.0
H 5.6215 2.7039 -3.6457 -0.1 0.0 0.1
H 3.1650 -1.7471 -3.7826 -0.2 0.2 -0.3
H -7.0562 1.8473 5.3480 0.0 0.0 0.0
H -6.3035 -1.6053 -5.6874 0.0 0.0 0.0
H 1.0871 -2.5172 4.9602 0.2 0.1 -0.2
H 1.9188 -2.4871 -1.9498 0.0 -0.4 0.0
H -7.4849 -1.3394 -4.4126 0.0 0.0 0.0
H 4.3324 3.4438 -0.8530 0.0 0.0 0.0
H 5.7252 4.3154 -4.2878 -0.1 0.1 0.0
H 3.9006 -0.3991 -2.8716 -0.1 0.3 -0.1
H -2.7041 0.3260 -5.7547 -0.1 0.1 0.0
H 7.6446 3.6340 -2.7968 0.0 0.0 0.0
H 2.9990 -1.8346 -0.7625 0.2 0.0 0.3
H -4.7730 3.5164 0.1324 0.0 0.0 0.0
H 5.3161 6.4587 -1.6205 0.0 -0.1 0.1
H 2.7212 5.4482 -2.8711 0.0 -0.1 0.0
H 6.8837 5.1232 -2.2701 0.0 0.0 0.1
H -2.2964 -1.5337 -2.8835 0.0 0.0 -0.1
H -0.9307 -0.6814 3.7351 0.2 0.1 0.2
H -3.4829 4.1094 1.1895 0.0 0.0 0.0
H 1.9681 4.1655 -1.1640 0.0 0.0 0.0
H 6.5578 3.6078 -1.4140 0.0 0.0 0.0
H -3.6661 -1.1895 -1.8732 -0.1 0.0 0.0
H -5.5041 0.1307 -4.0883 0.0 0.0 0.0
H 1.7209 -4.5680 -0.5522 -0.1 0.1 -0.4
H -0.3523 -3.2092 2.2412 0.4 -0.2 -0.1
H 2.0397 0.3891 -1.0776 0.0 0.3 0.0
H 4.0573 5.6771 -0.6570 0.0 0.0 0.0
H 4.0340 -4.8090 2.2534 0.1 -0.1 0.2
H 2.8292 -6.6039 1.3831 0.3 -0.4 0.1
H 3.7056 7.1495 -1.5503 0.0 0.0 0.0
H 2.6894 -2.5007 3.5451 -0.3 0.0 0.0
H 4.8020 -2.0614 1.4539 0.0 -0.1 -0.3
H -2.0133 -3.0177 2.6370 -0.2 0.0 -0.1
H -0.3965 -4.3383 4.2375 -0.1 -0.3 0.0
H 3.9964 -1.4257 3.8956 0.1 0.0 0.3
H -5.0926 4.2655 3.0860 0.0 0.0 0.0
H -3.0521 3.5498 3.7237 0.0 0.0 0.0
H -1.8055 -3.5423 4.8170 -0.3 0.2 0.3
H -6.4120 3.8193 2.0148 0.0 -0.1 0.1
H 4.1530 5.9145 -3.7226 0.1 -0.1 0.0
H 1.4084 0.8472 2.8025 -0.4 0.1 0.0
H 2.7410 -0.8666 1.2594 -0.1 -0.1 -0.3
H 0.1183 -3.1580 6.2615 0.1 -0.1 0.2
H 2.3588 -6.9391 -0.3203 0.3 -0.4 -0.2
H -6.1605 3.2869 4.8798 0.0 0.0 0.0
H -4.4370 0.2068 -6.0797 0.0 0.0 0.0
H -3.7854 1.1558 -2.9553 0.0 0.0 0.0
H 5.2264 -2.9900 2.8546 0.3 -0.2 0.0
H 1.7575 2.9608 -2.4444 0.0 0.0 0.0
H -7.1440 1.8568 2.9666 0.0 0.1 0.0
H 1.8662 -4.2099 2.4041 -0.1 0.0 0.3
H -2.3752 0.8099 -1.9596 0.0 0.0 0.0
H -6.0401 0.5895 3.4094 0.1 0.0 0.0
H -3.2673 2.1287 4.7533 -0.1 0.1 0.0
H -3.2777 1.9296 1.7072 0.0 0.0 0.0
H -4.1673 -2.3529 -5.7416 -0.1 0.0 0.0
H 4.4091 -2.0347 -2.6057 0.2 -0.2 -0.1
H -5.7842 -0.9653 -2.7442 0.1 0.0 0.0
H -3.2820 -0.6316 -7.1059 0.0 0.0 0.0
H 2.0522 2.4527 -0.7817 0.0 0.1 0.1
H 0.8074 -5.3129 0.7434 -0.3 -0.2 -0.2
H 1.8710 -2.9987 1.1793 0.0 0.4 -0.2
H -0.3071 -1.6187 5.5680 0.0 0.2 0.0
H -3.8021 0.7086 2.8160 -0.2 0.0 0.0

---

# 2
14
Properties=species:S:1:pos:R:3:forces:R:3 method="wB97M-V/def2-TZVPD" charge=0 gap_ev="7.857 / 7.760" de_lowest_kcal_mol=22.8 spin_multiplicity=3 e_homo_ev="-9.74 / -10.44" max_force_ev_per_a=3.83 e_lumo_ev="-1.88 / -2.68"
Ni -1.6162 -2.0145 0.3251 1.1 0.7 -0.1
O 0.4913 -0.3544 0.3759 -0.5 -2.2 -0.4
O 1.2050 1.6056 2.0870 -0.4 -1.4 -1.1
O 2.2637 -1.8654 0.1051 -1.8 0.4 0.5
O 1.9302 1.9740 -0.0518 -0.9 -1.7 0.2
O 0.1933 -2.6878 0.3405 -1.6 -0.6 0.1
C 1.0681 -1.7857 0.2681 1.7 2.3 -0.6
C -0.9473 -0.1327 0.1611 1.2 0.3 0.2
C 1.4712 1.5285 0.9392 1.5 3.4 1.0
C -1.1437 0.6422 -1.1324 -0.5 -0.2 -0.4
H -0.5811 1.5926 -1.1471 0.0 -0.5 0.2
H -1.2717 0.5208 0.9880 -0.1 -0.6 0.0
H -2.2036 0.9206 -1.2392 0.2 -0.1 0.0
H -0.8591 0.0562 -2.0194 0.0 0.2 0.3

---

# 3
48
Properties=species:S:1:pos:R:3:forces:R:3 method="wB97M-V/def2-TZVPD" charge=0 gap_ev=7.947 de_lowest_kcal_mol=0.0 e_homo_ev=-8.68 max_force_ev_per_a=0.22 e_lumo_ev=-0.74
Cl 5.6052 2.2288 -0.6460 0.0 0.0 0.0
Cl 2.4744 6.5733 -1.2981 0.0 0.0 0.0
Cl 5.3101 5.3317 -0.9028 0.0 0.0 0.0
Cl -0.0425 4.7095 -1.4172 0.0 0.0 0.0
Cl 3.0573 0.4117 -0.8163 -0.1 0.0 0.0
Al 0.1301 0.4177 -0.3822 -0.1 0.2 0.0
F 2.0411 -0.0079 3.5460 0.0 0.0 0.0
F 1.3534 1.8723 4.3650 0.0 0.0 0.0
F -0.4848 -0.9519 3.4992 0.0 0.0 0.0
F -1.9795 0.1989 2.4560 0.0 0.0 0.0
F 2.4493 1.8359 2.5003 0.0 0.0 0.0
F -1.1912 0.9109 4.3406 0.0 0.0 0.0
O 0.5379 0.3292 1.2870 -0.2 -0.1 0.0
O -0.9919 -5.6398 -1.8784 0.0 0.0 0.0
O 0.2406 -1.1421 -1.1904 0.1 0.1 0.0
O 0.5665 1.9081 -1.1710 0.1 -0.2 -0.1
O -1.6910 0.5373 -0.5173 0.1 0.0 0.0
C 2.6544 4.8704 -1.1565 0.0 0.0 0.0
C 0.2222 1.0667 2.4050 0.2 0.0 0.0
C 1.5340 4.0510 -1.2175 0.0 0.0 0.0
C -0.7074 -2.0473 -1.2086 0.0 0.0 0.0
C -2.6253 -4.1041 -1.2677 0.0 0.0 0.0
C 1.5281 1.1816 3.2260 0.0 0.0 0.0
C -3.0008 -2.8381 -0.9540 0.0 0.0 0.0
C 2.9308 2.1286 -0.9269 -0.1 0.0 -0.1
C 3.9225 4.3188 -0.9769 0.0 0.0 0.0
C 4.0559 2.9385 -0.8615 0.0 0.0 0.0
C -0.2903 2.4717 2.0922 0.0 0.0 0.0
C -1.2701 -4.3648 -1.5778 0.0 0.0 0.0
C 1.6493 2.6600 -1.1038 0.0 0.1 0.0
C -0.3336 -3.3531 -1.5542 0.0 0.0 0.0
C -0.8535 0.2937 3.1998 0.0 0.0 0.0
C -2.5002 -0.4316 -0.6246 0.0 0.0 0.0
C -3.9315 -0.0362 -0.4420 0.0 0.0 0.0
C -2.0755 -1.7592 -0.9131 0.0 0.0 0.0
C 0.3559 -5.9779 -2.1850 0.0 0.0 0.0
H 0.4700 3.0052 1.5233 0.0 0.0 0.0
H -4.6532 -0.8252 -0.6087 0.0 0.0 0.0
H -1.1921 2.3994 1.4850 0.0 0.0 0.0
H 0.3551 -7.0435 -2.3900 0.0 0.0 0.0
H 0.7093 -3.5182 -1.7765 0.0 0.0 0.0
H -4.1321 0.7885 -1.1267 0.0 0.0 0.0
H -0.5138 3.0301 2.9991 0.0 0.0 0.0
H 0.7027 -5.4343 -3.0654 0.0 0.0 0.0
H -4.0374 -2.6571 -0.7144 0.0 0.0 0.0
H 1.0114 -5.7670 -1.3384 0.0 0.0 0.0
H -3.3294 -4.9232 -1.2862 0.0 0.0 0.0
H -4.0402 0.3530 0.5714 0.0 0.0 0.0

---

# 4
154
Properties=species:S:1:pos:R:3:forces:R:3 method="wB97M-V/def2-TZVPD" charge=+1 gap_ev=8.397 e_homo_ev=-10.64 max_force_ev_per_a=2.75 e_lumo_ev=-2.25
P -2.0079 -1.3651 2.3314 0.8 0.1 2.6
O 3.9676 -3.1500 2.3664 -0.8 -0.7 0.7
O 1.0741 2.6108 -0.3156 -1.1 -0.6 0.1
O -1.9266 0.9424 -4.9526 0.1 0.3 0.6
O -3.6385 -1.2524 2.7468 0.7 -0.3 -1.1
O 8.1623 6.0815 -8.3826 0.0 0.0 0.0
O 2.4368 3.9466 -9.6193 0.1 0.0 0.0
O -0.4802 3.9729 0.8349 0.0 -0.6 -0.5
O -7.3336 9.1013 0.4692 0.2 -0.1 0.0
O -0.7086 2.7683 -5.4571 -0.5 1.8 -0.6
O -2.7889 -2.2119 -0.6602 0.1 -0.1 0.6
O -4.1317 5.2923 -0.7268 0.1 -0.1 0.0
O 6.8882 -3.5887 -2.0984 -0.1 0.0 -0.1
O -5.7416 1.9244 -1.3363 0.2 -0.3 -0.5
O 5.9079 -4.0149 6.8794 0.0 0.1 -0.1
O 0.9771 -1.6473 5.2676 -0.3 -0.1 0.6
O 3.5685 -8.0792 2.5635 0.0 0.1 0.0
O -7.3604 -0.0597 -2.8209 0.4 -0.4 0.1
O 8.6308 -4.8413 2.4521 0.0 0.1 -0.1
N 0.8250 -0.2716 7.0722 -0.2 0.1 -0.1
N -9.2351 8.5022 -0.6077 0.0 0.1 -0.2
N 4.7128 -3.7777 -1.4778 -0.4 -0.1 -0.2
N -4.3867 6.4292 -2.6720 0.2 -0.3 0.0
N 5.4056 -9.4101 2.6109 0.0 -0.2 0.2
N -8.6396 7.4777 1.3632 0.1 -0.2 0.2
N 6.8620 4.4919 -7.4226 0.0 -0.1 0.3
N 7.1883 -5.3980 4.1095 -0.2 -0.3 0.1
N 6.1474 -2.8951 8.8393 0.1 0.2 -0.2
N -1.2777 0.8940 -0.8996 -0.5 -1.5 0.9
N 5.2635 -7.6746 1.1098 0.0 0.2 0.0
N -7.1253 1.5004 0.4068 -0.1 -0.5 -0.1
N 4.5851 -4.5669 8.6377 -0.2 -0.1 -0.2
N -0.5790 1.5158 1.2345 0.1 0.2 -0.1
N -5.8784 3.4315 0.3462 0.0 -0.3 -0.1
N 8.6679 -3.6648 4.3916 0.2 0.3 0.1
N -6.3923 -3.0160 -1.1754 0.2 0.2 0.0
N 6.2457 5.4569 -9.4190 -0.3 0.1 -0.1
N 1.0747 3.4960 -7.8630 0.0 -0.2 0.1
N -5.0273 7.3750 -0.6837 0.2 -0.3 0.1
N -1.7700 -0.5279 0.8175 -1.2 -1.5 -0.7
N 2.7509 -1.4660 6.6429 0.1 0.0 0.0
N 2.6540 5.1653 -7.7244 0.3 0.2 0.1
N -2.1870 -1.0297 -0.4131 -1.0 -0.7 -1.7
N 6.3404 -3.3686 0.0904 0.1 0.1 0.2
C -6.9324 -2.4561 -2.4390 -0.3 -0.5 0.0
C 0.9980 0.8617 3.0884 -0.4 0.0 -1.0
C 4.6703 -8.3690 2.1246 0.0 0.0 -0.1
C -2.1456 -0.3352 -2.8562 -0.4 0.1 -0.9
C 2.6940 -2.5744 2.6221 -0.3 1.2 0.4
C 2.0773 4.1850 -8.4794 -0.1 -0.1 -0.1
C 1.4802 -1.1556 6.2686 0.3 -0.2 0.1
C -0.7388 1.6380 -5.1399 1.3 -1.8 0.4
C 4.0898 -4.2377 3.3116 -0.1 -0.1 -0.1
C 7.1604 5.3924 -8.4075 0.1 0.0 0.0
C -1.6670 4.2987 0.0641 0.0 0.5 0.6
C -6.2171 2.2655 -0.2590 -0.3 0.4 0.6
C -1.1884 0.6530 0.4387 0.6 0.9 0.3
C -1.8985 -0.2051 -1.3855 0.9 2.2 -0.5
C 0.5726 0.8630 -4.8706 -1.1 -0.2 0.2
C 6.0454 -3.5776 -1.2199 0.2 0.1 0.2
C -8.3357 8.4068 0.4114 -0.1 0.0 -0.1
C -4.9406 -3.2340 -1.2256 0.1 0.4 -0.7
C 8.1926 -4.6487 3.5741 -0.1 -0.1 0.0
C -6.3736 -1.0871 -2.8917 0.6 -0.1 -1.0
C -2.2726 1.0567 -3.5526 0.2 0.2 0.5
C -4.1967 -2.2469 -0.2819 -0.9 -1.3 0.7
C 1.2034 -0.6071 2.6479 -0.2 0.1 0.7
C -4.4940 6.3040 -1.3204 -0.3 0.8 -0.4
C -0.3947 1.4648 2.6865 1.1 0.7 1.2
C 5.5690 -3.8380 8.0417 0.0 -0.1 0.2
C -5.8205 -1.2381 -4.3637 -0.3 0.4 1.5
C -1.7140 -3.1972 2.0746 -0.4 0.4 -0.7
C 2.6799 -1.0305 2.4527 -0.7 -1.1 -1.1
B 0.0119 2.7221 0.5534 0.6 0.9 -0.3
H 6.3116 -9.6630 2.2636 0.0 0.0 0.0
H 3.2580 -2.1125 6.0630 0.0 0.0 0.1
H -4.7230 -4.2795 -0.9466 0.1 0.5 0.0
H 2.9390 -0.8433 1.3920 0.3 0.3 0.6
H -3.7354 -1.7299 3.5877 0.0 0.2 -0.2
H 1.7677 1.4662 2.5620 -0.4 -0.1 0.4
H 6.8111 -6.1322 3.5374 0.1 0.0 0.0
H -2.5310 3.8880 0.6005 0.0 0.1 -0.5
H 6.0424 3.9143 -7.4253 0.0 0.0 -0.1
H 0.3170 -0.1988 -4.7406 0.5 0.3 -0.2
H 4.2930 -4.4372 9.5880 0.1 0.0 0.0
H -0.3263 2.5211 3.0191 -0.3 -0.4 -0.3
H -7.9998 7.3819 2.1302 -0.1 0.1 0.0
H -4.5974 -3.0944 -2.2728 0.2 -0.1 0.5
H 4.1358 -5.2724 8.0815 0.0 0.0 0.0
H -5.2184 4.0253 -0.1339 0.2 0.3 0.0
H -9.0442 9.1774 -1.3256 0.0 0.0 0.1
H -3.2870 1.4713 -3.4198 0.3 -0.3 -0.3
H 6.8787 -2.3380 8.4351 0.0 0.0 0.1
H 2.3604 -2.7474 3.6649 0.3 -0.1 -0.4
H -6.8500 0.7540 -2.6813 -0.3 0.1 0.2
H -1.5804 1.7913 -3.1083 -0.3 -0.4 0.2
H 5.8844 -2.7348 9.7935 0.0 -0.1 0.0
H -3.9963 5.6537 -3.1760 -0.1 0.0 0.0
H 0.6697 -0.7647 1.6930 0.3 0.0 0.2
H 3.3949 5.6921 -8.1524 -0.1 0.1 0.1
H 7.3054 -3.2188 0.3287 0.0 -0.2 0.0
H 2.3807 5.3830 -6.7849 0.0 0.0 0.0
H 6.4288 6.1057 -10.1627 0.0 -0.1 0.0
H 0.8853 3.2505 -1.0211 0.7 0.1 0.3
H -8.0324 -2.4010 -2.3497 0.5 0.2 0.1
H 4.4139 -3.7963 4.2711 0.2 -0.5 -0.3
H 0.7475 -1.2583 3.4218 0.2 0.5 -0.9
H -4.2465 -2.7212 0.7157 0.0 0.6 -0.3
H 5.0033 -9.9449 3.3591 0.0 0.0 -0.1
H -5.1221 7.3171 0.3138 -0.1 0.2 0.0
H -5.5103 -0.7263 -2.2981 -0.3 -0.6 0.2
H 1.2696 1.0403 -5.7004 -0.2 -0.2 0.3
H -6.6908 -1.2335 -5.0348 0.5 -0.1 0.0
H 3.3930 -0.5343 3.1266 -0.3 -0.2 -0.2
H -7.5307 1.7569 1.2869 0.0 0.0 0.0
H -1.2321 1.0458 3.2577 0.2 -0.2 -0.6
H -5.3301 8.2108 -1.1491 -0.1 0.0 0.1
H -9.4570 6.8981 1.3353 0.0 0.1 0.0
H 0.6291 2.7680 -8.3914 0.0 0.1 0.0
H 6.1679 -7.8954 0.7354 0.0 0.0 0.0
H 6.8121 -5.2527 5.0308 0.0 0.1 0.0
H -2.6655 -3.7530 2.0362 0.4 0.2 -0.2
H -6.7418 -3.2162 -3.2296 -0.1 0.6 0.1
H -4.6552 -1.2493 -0.2109 0.3 -0.2 -0.4
H -1.7335 5.3943 0.0462 -0.1 -0.5 0.0
H -7.3976 0.6317 -0.0227 -0.1 0.1 0.0
H 0.7644 3.6771 -6.9252 -0.1 0.0 0.0
H 1.1071 1.0429 4.1701 0.1 -0.4 -0.3
H 3.2016 -1.0856 7.4540 0.0 0.0 0.0
H 8.3178 -3.4926 5.3163 -0.1 -0.1 0.0
H -5.2578 -2.1854 -4.3962 -0.1 0.4 -0.4
H 5.4139 4.8945 -9.4564 0.1 -0.1 -0.1
H 4.7544 -6.8999 0.7243 0.1 0.0 0.0
H 4.4503 -3.9369 -2.4331 0.1 0.0 0.0
H -4.6748 7.2442 -3.1797 0.0 0.0 0.1
H 1.9135 -3.0548 1.9884 0.4 0.3 0.1
H -6.8245 -3.9270 -1.0555 -0.1 0.3 0.2
H -1.3101 -0.8546 -3.3604 -0.2 0.1 0.5
H 1.2277 0.1389 7.8936 0.0 0.0 0.0
H -10.0641 7.9425 -0.6740 0.0 0.0 0.0
H 4.0032 -3.7723 -0.7690 0.1 0.0 0.1
H -1.1573 -3.5293 2.9645 -0.1 0.3 -0.3
H -5.1499 -0.3779 -4.5391 -0.4 -0.4 -0.4
H 7.5115 4.4149 -6.6614 0.0 0.0 -0.1
H -3.0568 -0.9020 -3.1102 0.4 0.0 0.4
H 9.4089 -3.0900 4.0338 0.0 -0.1 0.0
H -6.2559 3.7317 1.2248 -0.1 -0.1 0.0
H 5.6486 -3.3583 0.8191 -0.1 0.1 0.0
H -1.5811 3.9339 -0.9727 -0.2 0.0 0.4
H -1.1197 -3.3864 1.1654 -0.2 -0.1 0.4
H 4.7628 -5.0109 2.9207 0.1 0.5 0.2
H 3.1156 -4.7373 3.4813 0.4 0.2 -0.2
H -0.1140 -0.0269 6.8157 0.0 0.0 0.1
H 1.0253 1.2437 -3.9376 -0.2 -0.1 -0.4